DFT (wB97M-V/def2-TZVPD) results for a cluster of 11 separate species, C22H71N5O11 in total at a distorted geometry.

## Properties
relative energy (zero: lowest compared OMol25 entry of this formula, charge and spin): 9.8710 eV
molar mass: 581.8 g mol⁻¹
highest occupied orbital energy: -5.50 eV

The geometry in ORCA input format:
```
! RIJCOSX wB97M-V def2-TZVPD def2/J DEFGRID3
* xyz 0 1
C -18.12173 22.30006 -17.17191
H -17.16286 23.53167 -19.45766
O -23.40129 19.68824 -27.57525
H -18.98297 13.58517 -20.58825
H -31.81023 21.36026 -22.70584
H -29.43294 17.84297 -22.94684
H -13.35534 13.37491 -28.88131
C -30.87652 19.03106 -22.08100
H -26.53621 9.95939 -24.09388
C -25.94435 22.80901 -19.75769
H -18.07096 12.63944 -21.34039
H -28.50557 9.85586 -25.26775
C -23.91209 11.63437 -25.47802
C -24.82253 23.77072 -21.76807
H -17.14493 22.69759 -16.89633
C -24.94859 11.44502 -24.40064
H -31.45324 18.98673 -21.15714
H -13.36622 12.04128 -24.88827
H -19.20033 22.97111 -15.35245
H -25.57255 22.14366 -18.97848
H -15.38617 14.77792 -25.75274
N -28.78855 18.13227 -20.98637
H -20.64217 17.16808 -22.92099
H -24.73750 25.17346 -24.30968
H -28.67695 10.86490 -26.79935
H -19.38749 20.80807 -14.30357
N -20.33461 21.58736 -16.38668
H -22.25237 17.95755 -22.79116
O -20.49389 17.23682 -19.99057
H -18.66836 23.39560 -20.24291
H -12.16657 14.51697 -29.51890
C -19.05286 22.08499 -15.96983
H -21.98422 16.30703 -22.26171
H -22.37500 17.66002 -20.51025
H -26.23149 23.35752 -23.88933
H -25.76066 22.15478 -23.01516
H -23.33663 11.47449 -23.11347
H -22.89187 14.03282 -16.52773
H -23.87839 20.27692 -26.99039
H -24.49534 11.72086 -26.39477
H -23.47030 22.60506 -23.07817
O -18.71677 23.14003 -18.14854
O -15.98436 18.14146 -21.12696
H -20.16866 20.67945 -16.79685
H -25.71121 24.38797 -21.89985
H -28.47134 19.06962 -21.18848
O -12.61343 14.69409 -27.50672
H -16.22106 13.65300 -26.79104
H -12.80157 14.63440 -25.46478
H -24.01458 24.38239 -21.36659
C -21.36813 17.80241 -20.90272
C -29.82562 17.84109 -21.93004
C -23.88945 24.54326 -24.04178
H -21.22034 18.88190 -20.87200
N -24.24001 11.02931 -23.18983
H -22.80833 15.10697 -15.42230
H -14.93826 11.87171 -25.19767
H -23.99583 10.04996 -23.15325
O -26.97475 11.15696 -25.65405
H -30.43476 22.24712 -21.99652
H -25.94789 23.85961 -19.46727
H -31.47486 21.18081 -20.95337
H -29.81953 15.76404 -21.37691
C -24.28632 23.32572 -23.13166
H -23.60084 24.12576 -25.00641
C -30.50724 16.55413 -21.67847
H -25.36827 12.43098 -24.20102
C -18.09375 22.96571 -19.42248
H -17.92610 21.31542 -17.59656
H -27.71548 9.44521 -26.74363
H -15.12344 14.73307 -27.45230
H -23.25705 10.77355 -25.61221
H -28.00297 17.50393 -21.07661
C -18.62023 20.97703 -15.05912
H -23.41020 12.60086 -25.43234
H -16.87356 18.07336 -20.77925
O -18.75450 12.65929 -20.67061
H -25.59221 9.77556 -25.62716
C -25.99868 10.47065 -24.89249
H -23.14867 25.20372 -23.59107
H -31.15426 16.18263 -22.47310
H -31.22284 16.74445 -20.87861
O -22.28185 14.58093 -16.02868
N -14.22541 12.55991 -25.00191
C -12.76759 13.96484 -26.32422
C -31.03636 21.34003 -21.93850
H -23.85456 18.84916 -27.49321
H -31.55022 18.81848 -22.91108
C -15.24280 14.08640 -26.58301
N -25.44329 22.73591 -23.77783
O -30.18189 20.26747 -22.19853
C -28.02118 10.29846 -26.13814
C -21.53270 17.29812 -22.30605
H -11.60091 13.26637 -28.54930
H -26.98520 22.49917 -19.85107
C -14.04463 13.21409 -26.27115
H -20.57946 22.10634 -17.21784
H -15.68338 14.46958 -16.99921
H -21.82822 15.09003 -16.70443
H -17.71062 21.28787 -14.54524
H -11.91224 13.31990 -26.12292
C -12.45399 13.93867 -28.64080
O -25.15332 22.63810 -20.97274
O -16.33143 14.88601 -16.43101
H -16.80472 15.48666 -17.00674
H -16.08592 18.60959 -21.95568
H -14.01396 12.29316 -26.85342
H -17.95475 21.94897 -19.78991
H -18.46401 19.99664 -15.50914
*
```